Record 1
{"formula": "C42H42N8O2PS3Ti", "method": "ωB97M-V/def2-TZVPD", "gap_ev": 6.25, "e_tot_ev": -125141.8837, "e_homo_ha": -0.560, "total_charge": 3, "molar_mass_g_mol": 865.89, "spin_multiplicity": 1, "e_lumo_ha": -0.32972, "species": ["C", "N", "C", "H", "N", "H", "N", "H", "C", "C", "C", "H", "C", "H", "C", "C", "H", "H", "C", "C", "H", "N", "H", "C", "C", "H", "H", "C", "H", "C", "H", "N", "H", "H", "C", "H", "C", "H", "Ti", "H", "H", "H", "C", "C", "C", "H", "C", "H", "H", "C", "H", "O", "C", "C", "C", "C", "C", "H", "H", "H", "C", "S", "P", "N", "H", "H", "C", "S", "H", "C", "H", "C", "O", "H", "C", "C", "H", "C", "H", "C", "N", "C", "C", "S", "C", "H", "H", "H", "N", "H", "C", "H", "H", "C", "C", "H", "C", "C", "H"], "xyz": [[-1.945, -1.416, -2.771], [1.416, -3.415, -1.757], [1.329, -2.088, -1.580], [-1.631, -2.429, 1.229], [-4.197, 3.496, 0.857], [-1.780, -1.208, -7.522], [0.439, -1.761, -0.668], [0.025, 1.292, -3.642], [2.665, -1.192, 2.100], [-4.682, 4.577, 1.703], [4.531, 1.458, 2.323], [0.266, 0.415, -2.125], [-2.986, 2.885, 0.928], [-0.971, -0.386, 5.195], [3.512, 3.313, 3.252], [-0.786, -5.597, 0.275], [2.601, -3.059, 5.083], [1.797, 5.025, -1.021], [-1.253, 1.625, 2.689], [-3.342, -3.567, -2.699], [1.477, 2.417, -1.738], [-1.317, 1.367, 4.008], [-1.684, -2.960, -7.328], [2.593, -3.369, 2.904], [-0.321, 3.352, 0.739], [-1.614, 1.837, 6.020], [6.473, -1.443, -1.355], [3.672, -0.262, 0.026], [2.569, -4.448, 2.847], [-1.431, -4.552, 0.953], [5.401, 0.300, -3.000], [-0.891, 0.501, 2.041], [-2.625, 2.757, 4.899], [-4.204, 1.306, -1.530], [-1.635, 2.333, 5.054], [3.327, 4.236, 3.777], [-1.284, -2.014, -6.975], [-2.995, -1.877, -0.966], [-0.192, 0.325, 0.149], [2.711, -2.882, 0.757], [-2.839, -3.931, -1.801], [-0.292, -0.056, -5.417], [-0.994, 0.058, 4.214], [-0.906, -0.742, -4.845], [5.020, -0.016, -2.042], [1.937, -1.384, -2.129], [2.722, 0.013, 1.174], [-0.388, -1.469, 2.753], [-0.224, -1.950, -7.229], [0.513, -4.019, -0.899], [2.036, -3.893, -2.393], [1.407, 0.296, 0.630], [5.556, -0.903, -1.171], [-2.275, -2.721, -4.777], [4.683, 2.657, 3.073], [4.786, -1.043, 0.019], [-0.720, -0.473, 2.994], [-5.866, 3.211, -0.457], [5.631, 3.006, 3.453], [-3.539, -4.418, -3.345], [2.644, -2.517, 1.772], [2.682, -0.986, 3.818], [-1.617, 3.312, 2.043], [0.053, 2.395, -0.123], [-4.308, -3.150, -2.403], [0.916, 6.473, 0.748], [1.163, 4.263, -0.602], [3.569, 0.675, -1.429], [-4.018, 5.437, 1.641], [-1.109, -0.516, -3.509], [0.687, -6.159, -1.190], [0.192, -5.352, -0.666], [-1.674, -0.410, -0.626], [-0.771, 6.143, 1.160], [-4.030, 1.967, -0.696], [2.596, -2.676, 4.074], [-2.715, -3.574, -5.278], [-0.483, 0.703, -2.881], [5.348, 0.793, 2.083], [-1.494, -1.831, -5.514], [-2.859, 1.963, -0.003], [-1.113, -3.229, 0.717], [0.985, 2.962, -0.955], [2.201, 2.476, 2.514], [-4.869, 2.917, -0.173], [-2.200, -4.794, 1.674], [0.532, 5.599, 2.233], [-5.672, 4.877, 1.372], [0.340, 4.492, 0.461], [-0.900, 3.136, 5.061], [0.242, 5.748, 1.194], [-1.240, 1.335, -2.411], [-4.749, 4.254, 2.741], [-2.227, -1.239, -1.406], [-2.517, -2.546, -3.429], [5.066, -1.699, 0.831], [-0.109, -2.964, -0.217], [3.247, 1.220, 1.949], [-1.079, -6.616, 0.486]]}

Record 2
{"formula": "C3H3NO", "method": "ωB97M-V/def2-TZVPD", "gap_ev": [8.14, 10.23], "e_tot_ev": -6692.6211, "e_homo_ha": [-0.269, -0.422], "total_charge": 0, "s_squared": 2.018, "molar_mass_g_mol": 69.06, "spin_multiplicity": 3, "e_lumo_ha": [0.02989, -0.04611], "species": ["H", "H", "N", "H", "C", "C", "C", "O"], "xyz": [[0.121, 0.900, -0.744], [-0.013, 0.825, 0.756], [-1.895, -1.396, 0.169], [0.443, -0.908, -0.025], [-1.611, -0.152, -0.084], [-0.191, 0.134, -0.029], [-1.883, -2.585, 0.139], [-2.021, -3.745, 0.127]]}

Which formula does entry 1 have? C42H42N8O2PS3Ti